Below is a gas-phase ion, C6H6BrO3S (charge -1), with properties calculated with ωB97M-V/def2-TZVPD.

Element x y z (Å)
C (0.355, -1.302, -0.209)
S (-0.120, 1.517, -0.166)
H (-2.840, 0.090, -0.836)
Br (3.394, 1.568, -0.011)
H (3.146, -1.656, -1.153)
O (3.405, -1.809, 0.846)
H (-1.778, 1.637, 1.617)
C (2.735, -1.420, -0.093)
C (0.918, 0.130, -0.065)
H (-3.587, 1.230, 0.083)
C (-1.551, 0.964, 0.777)
O (-0.828, -1.478, -0.436)
H (-2.493, 1.807, -0.959)
C (-2.651, 1.072, -0.265)
C (2.255, 0.026, -0.074)
H (-1.600, -0.161, 1.066)
O (1.239, -2.216, -0.123)

Forces on atoms 1 to 3 (eV/Å):
C -0.57 0.97 -0.28
S 0.96 -0.25 0.63
H 1.05 1.31 0.67

Output
**Structure (SMILES)**: CCSC1=C(Br)[C@@H]([O-])OC1=O
**E_HOMO**: -4.559 eV
**Total charge**: -1
**Relative energy (zero: lowest compared OMol25 entry of this formula, charge and spin)**: 0.0 kcal/mol


Below is a gas-phase ion, C6H6Cl2NO4S (charge -1), with properties calculated with ωB97M-V/def2-TZVPD.

Element x y z (Å)
H (-1.372, -0.987, -1.559)
C (-1.178, 0.191, 0.346)
H (0.705, -2.074, -1.516)
Cl (-0.428, 2.068, -1.370)
N (-1.278, -0.475, 1.747)
H (-2.243, 0.346, 0.183)
H (1.145, -1.227, 1.342)
O (-0.946, -1.632, 1.739)
H (1.768, 1.191, -0.303)
C (-0.752, -0.764, -0.754)
O (0.031, 0.458, 2.683)
C (0.377, -1.457, -0.698)
O (1.059, 2.682, 2.565)
S (1.290, 1.257, 2.385)
C (-0.245, 1.353, 0.304)
O (2.561, 0.688, 2.878)
H (-0.611, 2.103, 1.129)
C (1.124, 1.048, 0.613)
Cl (3.052, -1.521, -0.030)
C (1.424, -1.324, 0.271)

Forces on atoms 1 to 3 (eV/Å):
H -1.27 -0.02 -1.18
C -0.10 -2.88 -1.47
H -0.31 -0.25 -0.67

Output
**E_HOMO (alpha / beta)**: -4.302 / -4.507 eV
**Total charge**: -1
**Relative energy (zero: lowest compared OMol25 entry of this formula, charge and spin)**: 111.6 kcal/mol


Below is C6H6Cl2O3S2 in the gas phase, with properties calculated with ωB97M-V/def2-TZVPD.

Element x y z (Å)
H (1.730, -0.930, 2.558)
S (-2.007, -0.366, 0.069)
Cl (3.252, -1.256, 0.757)
H (-2.568, 1.062, -1.281)
Cl (1.511, 2.053, 0.232)
O (-1.059, -1.515, -0.873)
O (1.283, -1.563, -1.723)
C (-0.799, -0.631, 1.438)
O (-3.274, -0.764, 0.558)
H (0.318, 2.743, -1.771)
C (0.802, 1.709, -1.445)
C (-0.156, 0.659, -1.567)
C (1.732, -1.033, 1.436)
S (0.352, -0.805, -0.968)
H (-1.069, -1.497, 1.963)
C (0.583, -0.958, 0.786)
C (-1.906, 1.232, -0.372)
H (1.801, 1.746, -1.949)
H (-0.525, 0.112, 2.152)

Forces on atoms 1 to 3 (eV/Å):
H 0.06 -0.22 -1.28
S 2.83 1.53 2.89
Cl 0.60 -0.03 -0.29

Output
**E_HOMO**: -9.019 eV
**Total charge**: 0
**Relative energy (zero: lowest compared OMol25 entry of this formula, charge and spin)**: 64.1 kcal/mol


Below is a molecular structure, C6H6Cl5INPtSi, with properties calculated with ωB97M-V/def2-TZVPD.

Element x y z (Å)
H (3.722, 1.389, -0.614)
C (2.806, 0.918, -0.937)
Cl (-2.929, -0.273, -1.667)
Si (-2.253, 1.039, -0.261)
C (-1.692, -1.970, 3.398)
H (-2.661, -2.355, 3.686)
C (1.777, 0.710, -0.048)
Cl (-1.280, -2.566, 1.801)
I (1.845, 1.333, 1.936)
C (2.619, 0.514, -2.254)
H (1.252, -0.410, -3.641)
H (-0.497, -0.749, -1.905)
Cl (-3.782, 1.649, 0.908)
Cl (-1.807, -0.168, 3.347)
C (0.448, -0.280, -1.674)
Pt (-0.692, 0.123, 1.052)
N (0.621, 0.109, -0.402)
Cl (-1.413, 2.631, -1.219)
H (-0.912, -2.229, 4.101)
H (3.401, 0.677, -2.984)
C (1.429, -0.091, -2.625)

Forces on atoms 1 to 3 (eV/Å):
H -0.02 0.02 0.01
C -0.03 -0.09 -0.05
Cl -0.30 0.01 -0.09

Output
**E_HOMO**: -12.112 eV
**Total charge**: +1
**Relative energy (zero: lowest compared OMol25 entry of this formula, charge and spin)**: 4.7 kcal/mol


Below is a molecular structure, C6H6CrF2N3O15, with properties calculated with ωB97M-V/def2-TZVPD.

Element x y z (Å)
C (-6.119, -26.925, -5.727)
Cr (-9.182, -30.796, -3.789)
N (-10.368, -33.415, -2.431)
N (-9.431, -28.884, -6.186)
O (-6.125, -29.052, -3.208)
H (-5.062, -31.372, 1.077)
O (-10.030, -32.175, -2.794)
O (-9.276, -29.179, -7.348)
H (-2.997, -31.652, -0.698)
O (-1.982, -30.380, 0.626)
C (-5.564, -25.554, -5.978)
C (-3.187, -30.844, -0.008)
O (-11.542, -33.603, -2.221)
O (-8.735, -29.535, -5.297)
O (-10.167, -28.021, -5.796)
O (-5.039, -27.761, -6.038)
H (-6.236, -24.796, -6.357)
O (-3.177, -27.546, -7.281)
O (-4.550, -25.806, -6.964)
O (-5.779, -30.404, -1.603)
O (-9.504, -34.246, -2.488)
O (-1.610, -29.424, 2.640)
F (-3.528, -32.437, 1.756)
C (-4.136, -27.080, -6.814)
N (-6.434, -29.974, -2.511)
C (-3.997, -31.237, 1.229)
O (-3.664, -30.216, 2.126)
H (-6.512, -27.149, -4.743)
F (-7.133, -27.222, -6.650)
H (-5.058, -25.216, -5.069)
O (-7.601, -30.580, -2.737)
H (-3.675, -29.963, -0.416)
C (-2.321, -29.942, 1.871)

Forces on atoms 1 to 3 (eV/Å):
C -0.44 -0.67 -1.10
Cr 1.49 0.50 0.24
N -0.89 -2.21 -0.94

Output
**E_HOMO (alpha / beta)**: -11.428 / -11.428 eV
**Total charge**: 0
**Spin multiplicity**: 4


Below is a molecular structure, C6H6F14FeN3O20S6, with properties calculated with ωB97M-V/def2-TZVPD.

Element x y z (Å)
S (-1.495, 2.973, -1.029)
N (1.012, 1.131, 2.512)
O (-2.875, 2.775, -1.449)
O (2.284, 3.319, -0.395)
O (0.899, -4.246, 0.032)
O (-3.859, -0.050, -0.953)
H (0.823, 3.223, 2.543)
F (0.123, -2.519, -3.761)
O (-0.718, 3.641, -2.059)
O (2.980, -2.673, 1.689)
O (-0.890, 1.719, -0.502)
O (0.441, 0.924, 1.447)
S (1.139, -3.081, -0.754)
O (1.883, -3.219, -1.967)
Fe (0.135, -0.079, -0.360)
C (4.287, 1.621, -1.182)
O (3.789, -1.987, -0.568)
O (1.699, 1.011, -0.885)
O (-0.762, -3.689, 2.679)
O (-0.721, -1.612, 2.086)
S (2.446, 2.199, -1.317)
F (-2.517, 3.855, 1.290)
O (-0.053, 1.058, -4.286)
O (-3.153, -2.301, -1.429)
F (-5.144, -2.192, 0.798)
F (-1.689, 5.393, 0.015)
N (-0.881, -2.498, 2.891)
S (-0.868, 0.044, -3.651)
C (-3.921, -1.804, 1.086)
O (-0.393, -0.244, -2.265)
H (2.407, 2.598, 2.093)
C (-1.341, -2.142, 4.263)
F (0.066, -1.469, -5.668)
H (-2.141, -1.409, 4.191)
F (-3.958, -0.793, 1.959)
C (-1.507, 4.158, 0.471)
C (-0.543, -1.622, -4.499)
N (1.161, -1.626, -0.029)
F (2.932, -0.398, 0.888)
F (5.187, 2.491, -1.625)
S (-3.080, -1.192, -0.505)
H (1.879, 2.521, 3.794)
F (-0.339, 4.112, 1.117)
F (-0.340, -2.786, -1.298)
F (-1.738, -2.205, -4.711)
F (4.573, 1.451, 0.115)
O (2.223, 2.483, -2.730)
O (-2.302, 0.289, -3.680)
F (4.381, 0.455, -1.828)
O (-1.677, -0.806, -0.142)
H (-0.441, -1.693, 4.680)
C (1.557, 2.449, 2.760)
O (1.216, 0.236, 3.298)
S (2.791, -1.930, 0.479)
F (-3.233, -2.827, 1.617)
H (-1.733, -3.037, 4.734)

Forces on atoms 1 to 3 (eV/Å):
S -1.00 -0.73 -2.89
N -0.04 -2.18 -0.64
O 0.94 0.59 1.56

Output
**E_HOMO (alpha / beta)**: -4.317 / -4.253 eV
**Total charge**: -2
**Spin multiplicity**: 6
**Relative energy (zero: lowest compared OMol25 entry of this formula, charge and spin)**: 0.0 kcal/mol


Below is a gas-phase ion, C6H6FO2S (charge -1), with properties calculated with ωB97M-V/def2-TZVPD.

Element x y z (Å)
C (1.900, 0.945, -0.355)
C (-0.246, -0.378, -0.562)
C (1.168, 1.921, 0.362)
C (-1.215, -0.814, 0.195)
F (-0.305, 3.191, 1.939)
H (1.234, -0.615, 0.808)
H (1.660, -1.373, -0.703)
H (2.968, 0.951, 0.097)
C (1.191, -0.463, -0.193)
C (0.410, 2.464, 1.079)
O (-2.860, -2.686, 0.642)
H (2.020, 1.130, -1.373)
S (-3.062, -1.413, 0.015)
O (-3.398, -1.492, -1.470)
H (-0.576, 0.007, -1.527)
H (-0.889, -1.376, 1.045)

Forces on atoms 1 to 3 (eV/Å):
C 2.40 -2.39 1.13
C -0.71 0.54 -1.48
C 0.02 -0.09 -0.41

Output
**E_HOMO**: -3.050 eV
**Total charge**: -1
**Relative energy (zero: lowest compared OMol25 entry of this formula, charge and spin)**: 26.6 kcal/mol


Below is 2 unconnected molecules or ions with the total composition C6H6INO2, with properties calculated with ωB97M-V/def2-TZVPD.

Element x y z (Å)
O (3.188, -2.700, 1.078)
C (1.227, -0.908, 0.973)
O (3.564, -2.366, -1.072)
C (0.791, 0.518, -1.357)
C (1.998, -0.251, -1.210)
H (2.582, -0.607, -2.047)
C (-0.184, 0.535, -0.320)
H (-5.097, 0.021, -0.082)
C (0.118, -0.154, 0.824)
N (3.073, -2.113, 0.004)
C (2.182, -0.929, 0.006)
H (1.324, -1.416, 1.911)
H (-0.635, -0.390, 1.565)
H (0.737, 1.051, -2.210)
I (-3.727, -0.793, -0.175)
H (-1.147, 0.827, -0.627)

Forces on atoms 1 to 3 (eV/Å):
O 0.45 -0.02 -1.47
C 1.05 0.40 1.38
O 0.62 -1.00 0.44

Output
**Structure (SMILES)**: O=[N+]([O-])c1ccccc1.I
**E_HOMO**: -10.051 eV
**Total charge**: 0
**Relative energy (zero: lowest compared OMol25 entry of this formula, charge and spin)**: 60.2 kcal/mol


Maximum force / Eh/bohr: 0.0731, 0.0954, 0.0943, 0.0311, 0.0853, 0.1598, 0.0882, 0.0918
Electronic energy / eV: -93339.6387, -51874.6024, -59167.0658, -89644.5228, -75345.2967, -189178.2825, -23963.3637, -20001.1413